Computed, not measured: a 15-piece molecular cluster, H30O15 overall in a non-equilibrium geometry, with ωB97M-V/def2-TZVPD.

The net charge is 0. The calculation puts the energy above the lowest of the compared OMol25 structures with the same formula, charge and spin at 3.176 eV. The HOMO energy is -10.623 eV. For the frontier orbital gap, the calculation gives 10.5 eV. The maximum force is 3.44 eV/Å.

```
45
H30O15 | the Open Molecules 2025 dataset | ωB97M-V/def2-TZVPD
O 2.513 -1.428 -2.826
H 1.683 -1.891 -2.841
H 3.256 -1.945 -2.569
O -1.186 1.710 0.717
H -0.289 2.219 0.777
H -0.848 0.822 0.833
O -1.792 -4.563 1.339
H -1.702 -4.694 0.399
H -2.263 -3.754 1.557
O 0.613 -3.788 -0.637
H 0.935 -2.977 -0.257
H 0.776 -4.286 0.221
O 3.681 -0.198 1.070
H 2.967 -0.448 0.438
H 4.259 0.300 0.445
O 0.489 3.555 -2.590
H 0.303 3.497 -3.515
H 0.508 2.721 -2.090
O -1.841 -1.961 1.131
H -1.487 -1.084 0.902
H -1.061 -2.286 1.645
O -1.091 1.060 3.664
H -0.854 0.539 4.404
H -1.891 1.518 3.507
O 0.915 -0.631 -0.548
H 1.067 -0.673 -1.501
H 1.443 0.145 -0.319
O 3.394 1.820 -1.418
H 3.513 2.515 -2.052
H 3.024 1.061 -1.897
O -4.145 0.906 2.483
H -3.766 1.842 2.489
H -3.611 0.317 1.919
O -0.377 4.051 1.484
H -1.111 3.794 2.037
H -0.818 4.684 0.884
O 0.005 -0.832 -3.637
H -0.867 -0.534 -3.436
H 0.101 -1.270 -4.486
O 0.976 -2.368 2.549
H 1.247 -2.400 3.482
H 1.039 -1.342 2.382
O -2.388 2.077 -2.389
H -1.998 2.311 -1.556
H -3.320 1.889 -2.198
```

How is the electron density shared among the atoms? According to natural (NBO), the charges in e are:
1 O -0.98
2 H 0.50
3 H 0.49
4 O -0.98
5 H 0.50
6 H 0.46
7 O -0.97
8 H 0.48
9 H 0.49
10 O -0.95
11 H 0.47
12 H 0.48
13 O -0.94
14 H 0.46
15 H 0.48
16 O -0.97
17 H 0.48
18 H 0.48
19 O -0.96
20 H 0.46
21 H 0.50
22 O -0.99
23 H 0.50
24 H 0.50
25 O -0.97
26 H 0.50
27 H 0.46
28 O -0.96
29 H 0.49
30 H 0.48
31 O -0.95
32 H 0.47
33 H 0.49
34 O -0.94
35 H 0.47
36 H 0.48
37 O -0.98
38 H 0.50
39 H 0.49
40 O -0.95
41 H 0.48
42 H 0.48
43 O -0.96
44 H 0.49
45 H 0.47



Computed, not measured: a 2-piece molecular cluster, C23H43Br2F3N5O5 overall in a non-equilibrium geometry, with ωB97M-V/def2-TZVPD.

The net charge is +1. The HOMO energy is -11.395 eV. For the frontier orbital gap, the calculation gives 8.4 eV. The maximum force is 6.74 eV/Å.

```
81
C23H43Br2F3N5O5 | the Open Molecules 2025 dataset | ωB97M-V/def2-TZVPD
C -3.916 0.351 2.009
C -3.089 0.393 0.649
C -3.180 1.806 -0.168
C -4.669 1.662 -0.728
C -3.380 3.149 0.751
C -1.901 3.117 1.394
C -1.094 2.806 0.024
O -0.102 1.837 0.540
C 0.593 2.183 1.714
C 2.080 1.493 1.649
N 2.237 0.539 0.511
C 2.932 -0.732 0.974
C 3.810 -1.212 -0.305
C 3.838 -2.804 -0.492
O 5.157 -0.657 -0.287
C -0.005 3.903 -0.499
Br 1.752 3.325 -1.299
C -0.170 5.304 -0.490
C 0.982 6.301 -1.047
Br -1.753 6.217 0.229
N -1.990 2.167 -1.066
C -2.367 3.268 -2.048
C -1.412 3.471 -3.313
O -1.828 3.334 -4.499
C -1.288 1.007 -1.719
C -1.924 0.265 -2.966
N -3.314 0.575 -3.368
N -1.094 0.390 -4.235
N -1.921 -1.235 -2.725
H -5.033 0.219 1.748
H -3.848 1.273 2.668
H -3.625 -0.590 2.598
H -3.413 -0.463 -0.053
H -1.993 0.144 0.919
H -5.417 1.646 0.152
H -4.857 0.663 -1.270
H -5.043 2.553 -1.363
H -4.159 3.095 1.581
H -3.712 4.102 0.194
H -2.034 2.316 2.188
H -1.549 4.006 2.034
H 0.095 1.667 2.623
H 0.766 3.260 2.008
H 2.269 0.964 2.643
H 2.866 2.339 1.593
H 2.961 0.976 -0.094
H 2.200 -1.527 1.328
H 3.688 -0.438 1.795
H 3.302 -0.790 -1.256
H 4.464 -3.004 -1.439
H 4.337 -3.357 0.369
H 2.781 -3.151 -0.732
H 5.423 -0.565 -1.231
H 1.352 6.013 -2.082
H 0.650 7.388 -0.969
H 1.851 6.184 -0.296
H -2.500 4.275 -1.572
H -3.375 3.058 -2.570
H -0.314 3.822 -3.246
H -0.237 1.393 -2.010
H -1.018 0.144 -1.001
H -3.770 -0.208 -3.869
H -3.404 1.402 -3.973
H -0.314 1.041 -4.110
H -1.688 0.637 -5.031
H -2.862 -1.485 -2.370
H -1.758 -1.711 -3.632
C 3.836 -9.037 2.387
C 2.493 -8.377 2.628
O 2.657 -7.122 3.309
C 2.993 -6.071 2.537
O 3.159 -6.129 1.347
C 3.087 -4.801 3.378
F 3.762 -4.990 4.529
F 1.867 -4.337 3.726
F 3.708 -3.796 2.734
H 4.386 -9.141 3.325
H 3.705 -10.025 1.941
H 4.457 -8.436 1.719
H 1.885 -9.009 3.278
H 1.936 -8.242 1.696
```

How is the electron density shared among the atoms? According to Mulliken, the charges in e are:
1 C -1.17
2 C -0.52
3 C 0.58
4 C -1.25
5 C -0.95
6 C -0.52
7 C 0.74
8 O 0.11
9 C -0.50
10 C -0.83
11 N -0.12
12 C -0.45
13 C 0.08
14 C -1.13
15 O -0.57
16 C -1.04
17 Br -0.01
18 C 0.08
19 C -1.08
20 Br -0.09
21 N 1.18
22 C -0.32
23 C -0.59
24 O -0.49
25 C -1.69
26 C 0.78
27 N -0.51
28 N -0.62
29 N -0.71
30 H 0.35
31 H 0.26
32 H 0.37
33 H 0.31
34 H 0.19
35 H 0.46
36 H 0.25
37 H 0.33
38 H 0.41
39 H 0.37
40 H 0.19
41 H 0.37
42 H 0.33
43 H 0.18
44 H 0.43
45 H 0.29
46 H 0.16
47 H 0.18
48 H 0.37
49 H 0.28
50 H 0.37
51 H 0.18
52 H 0.31
53 H 0.37
54 H 0.29
55 H 0.37
56 H 0.33
57 H 0.54
58 H 0.63
59 H 0.39
60 H 0.70
61 H 0.37
62 H 0.30
63 H 0.24
64 H 0.23
65 H 0.29
66 H 0.31
67 H 0.34
68 C -1.10
69 C -0.20
70 O -0.32
71 C 0.35
72 O -0.51
73 C 0.92
74 F -0.25
75 F -0.28
76 F -0.23
77 H 0.31
78 H 0.37
79 H 0.31
80 H 0.32
81 H 0.31



Computed, not measured: a 2-piece molecular cluster, C5H12O3 overall in a non-equilibrium geometry, with ωB97M-V/def2-TZVPD.

The net charge is 0. As for the SMILES: CCCCC(=O)O.O. The calculation puts the energy above the lowest of the compared OMol25 structures with the same formula, charge and spin at 0.211 eV. The HOMO energy is -10.409 eV. For the frontier orbital gap, the calculation gives 11.0 eV. The maximum force is 1.12 eV/Å.

```
20
C5H12O3 | the Open Molecules 2025 dataset | ωB97M-V/def2-TZVPD
O -1.394 2.270 -0.984
C -0.211 2.090 -1.090
O 0.652 3.141 -1.273
C 0.564 0.815 -1.066
C -0.288 -0.441 -1.069
C -0.795 -0.910 0.315
C -1.164 -2.408 0.306
H 0.109 3.942 -1.237
H 1.183 0.857 -0.166
H 1.281 0.801 -1.878
H -1.183 -0.330 -1.682
H 0.323 -1.245 -1.488
H -0.017 -0.715 1.055
H -1.685 -0.324 0.560
H -0.910 -2.868 -0.645
H -2.222 -2.550 0.527
H -0.619 -2.982 1.053
H 1.534 0.492 3.386
H 2.843 -0.014 2.827
O 1.999 0.378 2.548
```

How is the electron density shared among the atoms? According to natural (NBO), the charges in e are:
1 O -0.60
2 C 0.80
3 O -0.70
4 C -0.53
5 C -0.39
6 C -0.41
7 C -0.61
8 H 0.49
9 H 0.25
10 H 0.24
11 H 0.22
12 H 0.20
13 H 0.21
14 H 0.21
15 H 0.20
16 H 0.21
17 H 0.21
18 H 0.47
19 H 0.47
20 O -0.94



Computed, not measured: a 6-piece molecular cluster, C32H69N4O18S6 overall in a non-equilibrium geometry, with ωB97M-V/def2-TZVPD.

The net charge is +1. The HOMO energy is -12.143 eV. For the frontier orbital gap, the calculation gives 9.0 eV. The maximum force is 3.29 eV/Å.

```
129
C32H69N4O18S6 | the Open Molecules 2025 dataset | ωB97M-V/def2-TZVPD
C -1.311 -1.177 4.286
C -1.547 -2.538 5.023
O -2.217 -3.549 4.241
C -3.125 -3.021 3.343
O -4.177 -2.562 3.680
C -2.798 -2.985 1.799
C -1.374 -3.565 1.507
C -0.773 -3.108 0.111
C -0.742 -1.545 0.023
C -1.859 -0.941 -0.912
C -1.112 0.353 -1.376
C -2.001 1.385 -2.113
C -2.722 2.221 -0.971
S -1.683 3.654 -0.443
C -1.129 3.322 1.235
N -1.531 3.926 2.359
N -0.871 3.414 3.411
C -0.026 2.481 2.937
O -0.178 2.384 1.598
N 0.136 0.410 -1.081
C 0.594 -0.797 -0.316
C 1.885 -1.604 -0.775
C 2.977 -1.710 0.372
C 4.245 -0.841 0.045
N 4.047 0.592 0.407
H -0.636 -0.574 4.953
H -0.724 -1.312 3.339
H -2.233 -0.571 4.143
H -2.033 -2.317 6.000
H -0.531 -2.953 5.254
H -2.916 -1.907 1.522
H -3.590 -3.532 1.224
H -0.649 -3.213 2.278
H -1.394 -4.680 1.584
H -1.436 -3.571 -0.668
H 0.219 -3.603 0.024
H -1.011 -1.152 1.038
H -2.183 -1.518 -1.808
H -2.762 -0.563 -0.379
H -1.360 2.049 -2.745
H -2.758 0.872 -2.748
H -2.812 1.550 -0.078
H -3.727 2.589 -1.262
H 0.669 1.909 3.579
H 0.677 1.238 -1.344
H 0.899 -0.362 0.672
H 2.359 -1.062 -1.658
H 1.685 -2.640 -1.122
H 3.249 -2.797 0.514
H 2.591 -1.357 1.362
H 4.473 -0.879 -1.052
H 5.098 -1.279 0.634
H 3.699 0.595 1.372
H 4.983 1.004 0.457
O 3.488 -4.972 1.335
S 3.916 -6.242 1.857
O 3.176 -7.439 1.600
O 4.143 -6.100 3.437
C 3.050 -5.639 4.246
C 1.978 -6.699 4.416
C 5.598 -6.516 1.406
H 2.634 -4.718 3.830
H 3.469 -5.392 5.222
H 1.495 -6.930 3.466
H 1.207 -6.358 5.108
H 2.411 -7.627 4.792
H 6.177 -5.623 1.627
H 5.621 -6.726 0.338
H 5.975 -7.374 1.960
O 3.952 0.507 -5.151
S 2.656 0.809 -4.628
O 1.809 -0.207 -4.064
O 1.828 1.621 -5.731
C 1.642 1.023 -7.025
C 0.634 -0.111 -6.991
C 2.810 2.106 -3.441
H 2.600 0.689 -7.428
H 1.273 1.812 -7.681
H 0.997 -0.945 -6.389
H 0.442 -0.484 -7.997
H -0.306 0.224 -6.548
H 3.422 2.902 -3.858
H 3.290 1.686 -2.555
H 1.816 2.472 -3.185
O -6.090 -8.251 0.690
S -6.705 -7.057 0.192
O -5.918 -5.949 -0.271
O -7.761 -6.527 1.275
C -7.294 -6.259 2.606
C -6.463 -4.993 2.669
C -7.863 -7.484 -1.068
H -6.739 -7.117 2.993
H -8.180 -6.140 3.230
H -5.538 -5.099 2.101
H -6.196 -4.757 3.700
H -7.011 -4.152 2.242
H -8.487 -8.302 -0.716
H -7.295 -7.793 -1.944
H -8.463 -6.608 -1.306
O 3.160 5.833 -5.420
S 1.862 6.140 -4.895
O 1.019 5.117 -4.338
O 1.032 6.953 -5.996
C 0.848 6.356 -7.290
C -0.156 5.218 -7.256
C 2.013 7.440 -3.713
H 1.807 6.024 -7.693
H 0.477 7.143 -7.945
H 0.210 4.385 -6.654
H -0.347 4.845 -8.263
H -1.097 5.549 -6.813
H 2.624 8.235 -4.134
H 2.493 7.024 -2.828
H 1.019 7.802 -3.459
O 3.203 6.504 4.092
S 2.162 6.945 3.212
O 2.457 7.643 1.995
O 1.094 7.791 4.052
C 1.555 8.936 4.787
C 1.883 10.105 3.876
C 1.116 5.577 2.827
H 2.412 8.667 5.408
H 0.746 9.221 5.459
H 2.729 9.877 3.228
H 2.140 10.988 4.463
H 1.035 10.339 3.232
H 0.858 5.056 3.743
H 1.672 4.917 2.161
H 0.225 5.947 2.323
```

Mulliken population analysis, charges in e, atoms 1 to 99:
1 C -0.47
2 C -0.59
3 O -0.38
4 C 0.35
5 O -0.56
6 C 0.29
7 C -0.58
8 C -0.97
9 C 1.29
10 C -0.86
11 C -0.27
12 C -1.04
13 C -0.67
14 S -0.10
15 C 0.28
16 N -0.31
17 N -0.43
18 C 0.02
19 O 0.02
20 N 0.94
21 C -0.05
22 C -0.54
23 C -0.15
24 C -0.79
25 N -0.50
26 H 0.46
27 H -0.12
28 H 0.32
29 H 0.37
30 H 0.32
31 H -0.33
32 H 0.38
33 H 0.01
34 H 0.53
35 H 0.48
36 H 0.34
37 H -0.46
38 H 0.46
39 H 0.33
40 H 0.39
41 H 0.42
42 H 0.28
43 H 0.51
44 H 0.40
45 H 0.24
46 H -0.10
47 H -0.26
48 H 0.68
49 H -0.17
50 H 0.54
51 H 0.32
52 H 0.38
53 H 0.20
54 H 0.27
55 O -0.50
56 S 1.06
57 O -0.59
58 O -0.28
59 C -0.17
60 C -1.04
61 C -1.02
62 H 0.17
63 H 0.29
64 H 0.29
65 H 0.40
66 H 0.29
67 H 0.31
68 H 0.38
69 H 0.36
70 O -0.69
71 S 1.17
72 O -0.61
73 O -0.11
74 C -0.42
75 C -1.02
76 C -0.72
77 H 0.37
78 H 0.28
79 H 0.27
80 H 0.41
81 H 0.24
82 H 0.37
83 H 0.29
84 H 0.09
85 O -0.64
86 S 1.18
87 O -0.58
88 O -0.25
89 C -0.50
90 C -0.73
91 C -0.96
92 H 0.34
93 H 0.29
94 H 0.13
95 H 0.42
96 H 0.28
97 H 0.34
98 H 0.37
99 H 0.31